The following is a DFT calculation (ωB97M-V/def2-TZVPD) of C16H27N3NdS4 as an isolated structure.

ORCA input file:
```
! wB97M-V def2-TZVPD RIJCOSX def2/J DEFGRID3
* xyz 3 4
Nd 0.512 -0.559 0.116
S -1.284 1.753 -0.190
S -1.050 -3.034 -0.246
C -3.116 1.881 -0.225
C -0.965 2.010 -1.982
C -1.356 0.757 -2.751
N -0.600 -0.451 -2.237
C -1.212 -1.732 -2.768
C -0.712 -2.989 -2.061
H 0.090 2.280 -2.128
H -1.579 2.862 -2.306
H -1.127 0.905 -3.822
H -2.431 0.579 -2.666
H -0.952 -1.829 -3.840
H -2.303 -1.663 -2.700
H 0.373 -3.113 -2.159
H -1.211 -3.875 -2.481
C -2.883 -2.969 -0.371
H 0.314 -0.391 -2.681
H -3.245 -2.089 -0.914
H -3.254 -2.949 0.661
H -3.266 -3.881 -0.864
H -3.454 1.913 0.817
H -3.582 1.014 -0.700
H -3.452 2.812 -0.708
C 4.565 -0.377 -1.478
C 4.607 -0.288 -0.146
H 4.598 0.518 -2.117
H 4.520 -1.342 -2.003
H 4.655 0.687 0.362
H 4.612 -1.165 0.512
C 2.514 2.035 -0.963
C 2.405 2.055 0.507
N 1.706 1.136 1.180
C 1.583 1.436 2.544
C 2.336 2.524 2.921
S 3.066 3.266 1.539
C 0.647 0.642 3.269
C 0.391 0.718 4.632
S -0.891 -0.352 5.079
C -1.061 -0.839 3.409
N -0.191 -0.276 2.566
C -2.135 -1.811 3.075
H 2.200 3.016 -1.337
H 3.555 1.854 -1.223
H 1.934 1.247 -1.470
H 2.420 2.859 3.953
H 0.920 1.373 5.312
H -2.555 -2.126 4.041
H -2.922 -1.338 2.476
H -1.738 -2.693 2.565
*
```

Computed properties:
* orbital gap (alpha / beta): 7.27 / 7.55 eV
* expectation value of S²: 3.75
* LUMO energy (alpha / beta): -10.0 / -9.7 eV
* relative energy (zero: lowest compared OMol25 entry of this formula, charge and spin): 0.0 kJ/mol
* HOMO (alpha / beta): -17.220 / -17.220 eV
* strongest force on any atom: 2.96 eV/Å

***

The following is a DFT calculation (ωB97M-V/def2-TZVPD) of C16H27N3O4S2 as an isolated structure.

ORCA input file:
```
! wB97M-V def2-TZVPD RIJCOSX def2/J DEFGRID3
* xyz 0 1
C -1.238 1.067 -3.967
O -1.315 -0.296 -3.600
C -1.022 -0.541 -2.237
C -0.790 -2.021 -2.044
C -0.441 -2.396 -0.603
C -1.609 -2.290 0.383
C -1.700 -0.986 1.190
C -0.399 -0.613 1.858
C 0.132 -1.425 2.806
C 1.370 -1.081 3.415
N 2.018 -1.763 4.356
S 3.357 -0.921 4.678
N 3.189 0.306 3.674
C 2.042 0.109 3.021
C 1.492 0.950 2.028
C 0.308 0.582 1.475
N -0.308 1.397 0.478
C 0.261 2.085 -0.328
S 0.960 2.928 -1.434
H -2.057 1.292 -4.649
H -0.297 1.269 -4.481
H -1.329 1.722 -3.099
H -1.852 -0.184 -1.614
H -0.124 0.018 -1.946
H -1.666 -2.573 -2.384
H 0.050 -2.292 -2.686
H -0.112 -3.433 -0.617
H 0.426 -1.810 -0.287
H -2.539 -2.411 -0.176
H -1.559 -3.115 1.093
H -2.073 -0.166 0.582
H -2.440 -1.130 1.980
H -0.358 -2.339 3.112
H 1.995 1.857 1.729
C 1.848 -6.200 -1.155
O 0.552 -5.926 -0.635
H 2.188 -5.296 -1.654
H 2.556 -6.450 -0.361
H 1.826 -7.015 -1.883
H 0.235 -6.716 -0.190
C -0.418 6.112 -3.173
O -0.727 4.994 -3.993
H -0.755 6.999 -3.705
H -0.935 6.064 -2.211
H 0.657 6.201 -2.995
H -0.436 4.201 -3.535
C -0.177 3.441 3.927
O 1.179 3.632 3.545
H -0.687 2.993 3.076
H -0.264 2.763 4.781
H -0.666 4.388 4.169
H 1.651 4.022 4.285
*
```

Computed properties:
* orbital gap: 8.18 eV
* LUMO energy: -0.7 eV
* relative energy (zero: lowest compared OMol25 entry of this formula, charge and spin): 217.7 kJ/mol
* HOMO: -8.839 eV
* strongest force on any atom: 0.74 eV/Å

***

The following is a DFT calculation (ωB97M-V/def2-TZVPD) of C16H27N3O4S2SbSe4Si2Ti as an isolated structure.

ORCA input file:
```
! wB97M-V def2-TZVPD RIJCOSX def2/J DEFGRID3
* xyz -1 1
Ti 1.234 0.420 0.727
O 0.834 2.075 0.298
O 0.002 1.539 1.282
N 0.793 0.002 7.077
C 1.463 -0.069 5.900
C 1.431 1.015 4.999
C 2.056 0.929 3.772
C 2.790 -0.214 3.453
C 2.892 -1.262 4.359
C 2.234 -1.195 5.568
S 3.377 -0.492 1.801
O 4.611 -1.205 1.804
O 2.259 -1.219 1.149
N 3.307 0.877 1.019
C 3.910 1.958 1.514
S 5.118 1.831 2.829
C 5.166 3.569 2.839
C 4.343 4.071 1.893
N 3.651 3.167 1.161
H 0.030 0.670 7.120
H 0.613 -0.874 7.541
H 0.870 1.900 5.268
H 1.955 1.752 3.057
H 3.468 -2.127 4.062
H 2.280 -2.025 6.255
H 5.773 4.089 3.551
H 4.166 5.113 1.696
Se -1.936 1.611 5.345
Sb -2.031 0.575 3.158
Se -0.181 -0.862 2.121
Se -4.316 0.349 2.448
Se -1.013 -2.145 3.818
C 2.702 1.713 -2.008
Si 2.111 -0.111 -2.045
C 3.589 -1.248 -1.556
C 1.896 -0.488 -3.911
C 0.565 -0.544 -1.017
Si -1.167 -0.054 -1.619
C -1.598 -0.762 -3.345
C -2.497 -0.823 -0.456
C -1.368 1.841 -1.716
H 3.742 1.779 -1.695
H 2.122 2.319 -1.317
H 2.625 2.163 -2.995
H 4.176 -0.832 -0.739
H 4.261 -1.387 -2.399
H 3.248 -2.234 -1.240
H 2.842 -0.313 -4.413
H 1.156 0.154 -4.371
H 1.604 -1.513 -4.103
H 0.568 -1.637 -0.814
H -1.280 -1.792 -3.460
H -1.140 -0.176 -4.133
H -2.670 -0.735 -3.500
H -2.173 -1.761 0.010
H -3.434 -1.035 -0.966
H -2.746 -0.115 0.336
H -0.456 2.293 -2.099
H -1.565 2.280 -0.739
H -2.186 2.117 -2.375
*
```

Computed properties:
* orbital gap: 5.85 eV
* LUMO energy: 0.8 eV
* HOMO: -5.005 eV
* strongest force on any atom: 3.03 eV/Å

***

The following is a DFT calculation (ωB97M-V/def2-TZVPD) of C16H27NO2 as an isolated structure.

ORCA input file:
```
! wB97M-V def2-TZVPD RIJCOSX def2/J DEFGRID3
* xyz 0 1
C 5.718 -1.206 -1.588
C 4.728 -0.661 -0.811
C 4.061 -1.378 0.061
C 2.928 -1.022 0.858
C 2.517 0.172 0.610
C 3.130 1.114 -0.050
C 4.124 0.557 -0.709
H 4.722 1.369 -1.668
C 2.788 2.683 -0.286
H 3.787 3.213 -0.190
H 2.155 3.147 0.665
H 2.206 2.964 -1.222
O 1.494 0.691 1.434
C 0.182 0.586 1.206
C -0.278 1.079 -0.302
C -1.795 0.758 -0.393
C -1.947 -0.859 -0.715
C -3.374 -1.049 -1.354
N -4.414 -0.774 -0.671
H -4.415 -1.360 0.368
C -5.063 0.448 -0.400
C -6.668 0.508 -0.065
O -7.014 -0.337 0.846
H -6.762 -1.288 0.744
H -6.935 1.574 -0.210
H -6.873 0.132 -1.204
H -4.610 0.675 0.629
H -4.702 1.288 -1.154
H -3.553 -0.380 -2.191
H -3.280 -2.069 -1.724
H -1.186 -0.971 -1.472
H -1.963 -1.273 0.048
H -1.953 1.386 -1.403
H -2.384 1.026 0.266
H -0.165 2.111 -0.125
H 0.429 0.908 -0.921
H -0.452 0.885 1.799
H 0.068 -0.573 1.396
C 2.200 -1.859 1.897
H 2.838 -2.463 2.388
H 1.862 -1.405 2.854
H 1.295 -2.426 1.648
H 4.094 -2.549 0.211
H 6.247 -0.550 -2.036
H 6.182 -1.841 -1.184
H 5.394 -1.810 -2.529
*
```

Computed properties:
* orbital gap: 8.45 eV
* LUMO energy: 0.7 eV
* relative energy (zero: lowest compared OMol25 entry of this formula, charge and spin): 1571.4 kJ/mol
* HOMO: -7.760 eV
* strongest force on any atom: 17.13 eV/Å

***

The following is a DFT calculation (ωB97M-V/def2-TZVPD) of C16H27NO5Pt as an isolated structure.

ORCA input file:
```
! wB97M-V def2-TZVPD RIJCOSX def2/J DEFGRID3
* xyz 2 3
C 4.842 0.105 -0.340
C 5.405 -0.173 -1.547
H 5.506 0.270 0.507
H 3.774 0.176 -0.195
C 4.592 -0.377 -2.725
C 3.229 -0.319 -2.675
H 2.659 -0.126 -1.763
H 2.685 -0.493 -3.605
C 6.915 -0.265 -1.647
H 7.354 -0.053 -0.666
H 7.328 0.457 -2.365
H 7.256 -1.264 -1.955
C 5.283 -0.659 -4.044
H 5.926 -1.548 -3.994
H 5.917 0.179 -4.370
H 4.530 -0.827 -4.821
Pt -3.222 -1.372 0.759
O -1.262 -0.533 0.632
C -0.851 0.398 -0.126
O -3.769 0.052 -0.638
C -3.088 1.082 -0.917
O -3.671 2.104 -1.495
N -1.743 1.268 -0.765
C -2.651 3.118 -1.804
C -1.340 2.565 -1.333
H -2.916 4.035 -1.271
H -2.665 3.289 -2.883
H -0.888 3.177 -0.543
H -0.630 2.417 -2.151
C 0.565 0.597 -0.270
C 1.406 -0.089 0.537
H 0.917 1.335 -0.993
H 0.989 -0.823 1.228
H 2.458 0.145 0.570
C -3.577 -3.304 2.542
O -2.582 -2.237 2.514
C -2.524 -1.403 3.739
C -3.631 -0.381 3.752
O -3.845 0.038 2.377
C -5.093 0.721 2.159
H -4.066 -3.298 1.545
H -4.323 -3.145 3.331
H -3.018 -4.233 2.686
H -2.565 -2.098 4.587
H -1.548 -0.908 3.690
H -3.322 0.523 4.294
H -4.557 -0.802 4.175
H -4.998 1.273 1.219
H -5.914 -0.004 2.061
H -5.278 1.408 2.998
*
```

Computed properties:
* orbital gap (alpha / beta): 4.95 / 3.55 eV
* expectation value of S²: 2.00
* LUMO energy (alpha / beta): -7.4 / -8.8 eV
* HOMO (alpha / beta): -12.330 / -12.330 eV
* strongest force on any atom: 2.39 eV/Å

***

The following is a DFT calculation (ωB97M-V/def2-TZVPD) of a 3-piece molecular cluster, C16H28B4F6O13P overall.

ORCA input file:
```
! wB97M-V def2-TZVPD RIJCOSX def2/J DEFGRID3
* xyz -1 1
C 0.765 -0.380 0.656
C 0.802 1.185 0.211
O 2.097 1.383 -0.418
P 2.490 3.021 -0.628
O 2.523 3.421 -2.124
C 1.351 4.224 0.254
C 0.086 4.713 -0.622
B -1.106 5.020 0.424
O -2.488 4.647 0.119
B -2.742 3.575 1.086
B -2.934 1.991 0.600
C -2.898 0.709 1.630
O -3.109 1.697 -0.815
O -2.758 4.013 2.479
B -1.424 4.600 2.641
C -0.521 3.992 3.872
O -1.173 3.428 4.825
O 0.851 4.030 3.897
O -0.910 5.625 1.734
O 4.047 3.218 0.094
C 3.755 3.189 1.542
C 5.009 2.588 2.381
H -0.300 -0.766 0.750
H 1.432 -1.030 -0.005
H 1.262 -0.391 1.696
H 0.638 1.772 1.171
H -0.024 1.298 -0.565
H 1.976 5.171 0.458
H 1.044 3.848 1.297
H 0.327 5.617 -1.276
H -0.248 3.803 -1.237
H -2.009 0.861 2.351
H -3.886 0.561 2.177
H -2.604 -0.210 0.998
H -4.065 1.653 -1.024
H 3.609 4.256 1.934
H 2.869 2.510 1.796
H 5.637 3.427 2.822
H 5.628 1.861 1.755
H 4.574 1.968 3.245
C -5.850 -1.622 -3.170
C -5.975 -2.817 -2.245
O -4.697 -3.437 -2.040
C -3.902 -2.858 -1.117
O -4.199 -1.880 -0.487
C -2.604 -3.645 -0.964
F -2.065 -3.990 -2.152
F -2.794 -4.794 -0.283
F -1.658 -2.960 -0.303
H -5.371 -1.912 -4.108
H -6.831 -1.198 -3.389
H -5.228 -0.842 -2.726
H -6.619 -3.569 -2.705
H -6.431 -2.542 -1.290
C 2.097 -3.748 -2.344
C 1.946 -4.937 -1.417
O 3.214 -5.575 -1.196
C 4.009 -5.006 -0.268
O 3.722 -4.021 0.357
C 5.292 -5.813 -0.101
F 5.837 -6.170 -1.283
F 5.078 -6.957 0.582
F 6.244 -5.141 0.567
H 2.581 -4.048 -3.277
H 1.125 -3.311 -2.574
H 2.726 -2.974 -1.898
H 1.296 -5.682 -1.880
H 1.484 -4.651 -0.467
*
```

Computed properties:
* orbital gap: 6.42 eV
* LUMO energy: 1.7 eV
* HOMO: -4.678 eV
* strongest force on any atom: 4.92 eV/Å

***

The following is a DFT calculation (ωB97M-V/def2-TZVPD) of a 3-piece molecular cluster, C16H28BN2O6P overall.

ORCA input file:
```
! wB97M-V def2-TZVPD RIJCOSX def2/J DEFGRID3
* xyz 0 1
C 0.201 -3.145 -0.685
C 1.440 -2.610 -1.555
P 1.120 -1.027 -2.538
C 2.076 0.457 -1.862
C 3.614 0.269 -2.377
C -0.714 -0.666 -2.783
C -1.217 -0.745 -4.119
C -2.729 -0.427 -4.512
O -3.277 -0.839 -5.567
C -3.530 0.510 -3.482
C -3.057 0.591 -2.134
B -3.802 1.545 -1.055
O -3.206 2.844 -0.804
O -4.965 1.220 -0.293
C -1.760 -0.245 -1.667
O -1.578 -0.514 -0.454
H 0.071 -2.454 0.208
H -0.716 -3.237 -1.350
H 0.506 -4.184 -0.284
H 1.805 -3.419 -2.278
H 2.309 -2.407 -0.822
H 1.701 1.450 -2.268
H 2.126 0.436 -0.722
H 3.724 -0.678 -3.014
H 3.851 1.157 -3.070
H 4.363 0.278 -1.505
H -0.478 -1.030 -4.946
H -4.433 1.142 -3.788
H -2.638 3.036 -1.585
H -5.425 0.433 -0.650
C -5.879 2.099 4.915
O -5.680 1.723 6.054
N -5.937 1.294 3.817
C -6.178 1.819 2.487
C -5.750 -0.134 3.984
H -6.034 3.164 4.677
H -7.089 1.365 2.086
H -5.333 1.568 1.847
H -6.300 2.903 2.511
H -6.515 -0.518 4.664
H -4.767 -0.318 4.425
H -5.822 -0.644 3.023
C 5.883 -0.278 0.655
O 5.816 -0.690 -0.490
N 7.026 -0.177 1.389
C 7.024 0.323 2.749
C 8.283 -0.583 0.791
H 4.987 0.056 1.203
H 7.662 1.209 2.803
H 7.417 -0.450 3.414
H 6.015 0.589 3.066
H 8.463 0.016 -0.105
H 8.220 -1.635 0.502
H 9.104 -0.445 1.495
*
```

Computed properties:
* orbital gap: 6.25 eV
* LUMO energy: -1.6 eV
* HOMO: -7.894 eV
* strongest force on any atom: 4.46 eV/Å
* SMILES: CCP(CC)C1=CC(=O)C=C(B(O)O)C1=O.CN(C)C=O.CN(C)C=O

***

The following is a DFT calculation (ωB97M-V/def2-TZVPD) of C16H28Cl12O24S6 as an isolated structure.

ORCA input file:
```
! wB97M-V def2-TZVPD RIJCOSX def2/J DEFGRID3
* xyz 0 1
C 1.472 -5.086 1.009
C 1.150 -6.492 1.276
O -0.229 -6.596 0.691
S -0.501 -5.533 -0.441
O -1.604 -4.704 -0.061
O -0.519 -6.173 -1.742
O 0.853 -4.720 -0.296
H 2.533 -4.771 0.890
H 1.005 -4.524 1.838
H 1.046 -6.750 2.358
H 1.776 -7.191 0.695
C 0.121 5.305 1.811
C -0.029 5.931 3.230
O -0.130 4.834 4.143
S -0.107 3.478 3.397
O -1.422 3.080 3.067
O 0.689 2.590 4.135
O 0.644 3.973 2.110
H 0.891 5.855 1.309
H -0.797 5.151 1.274
H -0.988 6.454 3.257
H 0.883 6.567 3.508
C 0.301 -2.351 -2.659
C 0.112 -2.982 -4.024
O -0.848 -2.109 -4.660
S -0.348 -0.641 -4.398
O -1.495 0.171 -4.171
O 0.595 -0.135 -5.315
O 0.338 -0.959 -2.949
H 1.206 -2.583 -2.166
H -0.512 -2.553 -1.946
H -0.415 -3.967 -3.906
H 1.033 -3.115 -4.643
C -5.461 2.768 -0.274
C -5.097 3.068 -1.714
O -4.053 4.144 -1.504
S -3.182 3.810 -0.183
O -3.007 5.081 0.510
O -1.971 3.125 -0.474
O -4.216 2.809 0.428
H -5.821 1.769 -0.117
H -6.115 3.543 0.144
H -5.915 3.630 -2.342
H -4.493 2.389 -2.262
C -0.287 -0.055 -0.047
C -0.188 0.834 1.133
O 0.448 -0.131 2.216
S 0.696 -1.495 1.502
O 0.439 -2.593 2.342
O 1.946 -1.507 0.827
O -0.501 -1.376 0.419
H 0.639 -0.153 -0.593
H -1.161 0.282 -0.597
H -1.165 1.149 1.504
H 0.514 1.671 1.132
C 2.389 2.914 -4.107
C 1.360 4.061 -3.976
O 1.274 4.480 -2.600
S 1.629 3.136 -1.773
O 0.510 2.260 -1.870
O 2.086 3.524 -0.479
O 2.781 2.600 -2.720
H 3.324 3.304 -4.568
H 2.078 2.133 -4.700
H 0.330 3.711 -4.285
H 1.532 4.908 -4.650
C -1.018 -4.361 5.238
Cl -2.611 -4.658 5.801
Cl -0.414 -5.851 4.562
Cl 0.017 -3.691 6.538
H -1.020 -3.651 4.427
C -4.050 -1.830 -3.530
Cl -4.348 -0.349 -2.606
Cl -5.535 -2.476 -4.269
Cl -3.348 -3.078 -2.433
H -3.431 -1.661 -4.372
C 4.757 -3.742 4.066
Cl 6.144 -4.131 3.096
Cl 5.139 -3.508 5.720
Cl 3.429 -4.912 3.761
H 4.424 -2.761 3.751
C 4.840 2.274 1.472
Cl 5.372 3.691 0.664
Cl 3.937 1.116 0.470
Cl 3.909 2.541 2.917
H 5.755 1.795 1.786
*
```

Computed properties:
* orbital gap: 10.94 eV
* LUMO energy: 0.3 eV
* HOMO: -10.632 eV
* strongest force on any atom: 4.13 eV/Å